Below is C5H8N2 in the gas phase, with properties calculated with ωB97M-V with the def2-TZVPD basis set.

The frontier orbital gap comes out at 0.352 Eh. The calculation puts the molar mass at 96.13 g/mol. The spin multiplicity is 1. As for the SMILES: Cc1c[nH]nc1C. The value obtained for the HOMO energy is -8.5039 eV.

Geometry as XYZ:
```
15
Properties=species:S:1:pos:R:3:nbo_charge:R:1
C 1.1214 -1.1762 -0.6543 -0.052
C -0.1008 -0.5331 -0.1489 -0.130
C 0.3682 0.7797 0.1834 0.132
C -1.4284 -1.1341 -0.2499 -0.641
C -0.5024 1.8246 0.7711 -0.636
N 1.6899 0.9026 0.1295 -0.277
N 2.1121 -0.2935 -0.3812 -0.334
H 1.2500 -2.1838 -0.9646 0.213
H -1.5513 -2.2628 -0.2162 0.226
H -1.9800 -0.6305 0.4907 0.219
H -1.8642 -0.8719 -1.2314 0.215
H -0.3835 1.7557 1.8512 0.229
H -0.3131 2.7593 0.4049 0.225
H -1.5051 1.5867 0.3401 0.210
H 3.0872 -0.5227 -0.3245 0.402
```